Entry 1:
Computed, not measured: C4H7N3S in the gas phase in a non-equilibrium geometry, with the ωB97M-V functional and the def2-TZVPD basis.

```
15
Properties=species:S:1:pos:R:3:lowdin_charge:R:1
C 0.3652 -0.0626 2.1046 -0.1118
N 0.5183 1.1434 1.2138 -0.1106
C -0.3937 1.0448 0.0521 -0.2021
C -0.1616 -0.0542 -0.9489 -0.4306
C 1.1596 -0.3659 -1.4785 -0.2286
N 2.2040 -0.6775 -1.8760 0.1824
N -1.2362 -0.5665 -1.4580 -0.2520
S -0.9099 -1.7267 -2.7439 0.7467
H 0.5328 -1.0184 1.6076 0.0667
H 1.1114 0.0215 2.9067 0.0754
H -0.6403 -0.0025 2.5821 0.0873
H 1.4700 1.2293 0.9201 0.0788
H -1.3622 0.9197 0.4852 0.1029
H -0.4241 2.0401 -0.4564 0.1353
H -2.2333 -1.9245 -2.9106 -0.1398
```

Calculated values
ΔE to the lowest compared entry with this formula, charge and spin, eV: 2.565
Multiplicity: 1
Frontier orbital gap, eV: 9.32
Total charge: 0
SMILES: CNC/C(C#N)=N/S

---

Entry 2:
Computed, not measured: an isolated ion of composition C4H7N4 and charge +1 in a non-equilibrium geometry, with the ωB97M-V functional and the def2-TZVPD basis.

```
15
Properties=species:S:1:pos:R:3:lowdin_charge:R:1
C 0.0659 1.2700 -0.0343 0.1034
C 1.9829 -1.1729 -0.1618 -0.1013
C -2.0914 0.2650 0.1108 -0.1007
C -1.3582 1.5172 -0.1609 -0.2011
N 1.2047 1.4498 0.0974 0.1507
N 2.5326 -0.1301 -0.0195 0.1007
N 2.3956 1.0627 0.1300 -0.0232
N 1.7336 -2.4012 -0.0883 0.2010
H -1.9517 -0.6214 -0.4870 0.0750
H -3.1919 0.5752 0.0201 0.1317
H -1.6353 -0.0152 1.0915 0.1019
H -1.7385 2.0902 0.6548 0.1354
H -1.5727 1.9610 -1.0919 0.1228
H 1.8706 -2.8464 0.8287 0.1633
H 1.7538 -3.0039 -0.8895 0.1404
```

Calculated values
ΔE to the lowest compared entry with this formula, charge and spin, eV: 6.091
Multiplicity: 1
Frontier orbital gap, eV: 8.81
Total charge: +1

---

Entry 3:
Computed, not measured: C4H7N5 in the gas phase in a non-equilibrium geometry, with the ωB97M-V functional and the def2-TZVPD basis.

```
16
Properties=species:S:1:pos:R:3:lowdin_charge:R:1
H -1.7037 -2.7299 -0.1078 0.0543
N -2.0650 -1.7999 0.0252 0.1349
C -1.2610 -0.8665 -0.0769 -0.4876
C -1.7979 0.4836 0.0664 -0.0690
C -1.1013 1.5616 -0.0760 -0.1996
N -0.2630 2.3393 -0.4273 0.2013
N 0.0514 -1.1029 -0.5030 0.1123
C 1.2002 -0.3171 -0.2227 -0.5851
N 1.3094 0.1197 1.1043 0.0990
N 2.1785 -0.3292 -1.0149 0.0923
H 2.9526 0.3711 -0.7869 0.0715
H -2.9616 0.5538 0.1440 0.1527
H 0.5630 2.5227 0.0789 0.0601
H 0.1861 -1.7714 -1.2495 0.1431
H 0.5503 0.1889 1.7519 0.0761
H 2.1619 0.7761 1.2943 0.1440
```

Calculated values
ΔE to the lowest compared entry with this formula, charge and spin, eV: 3.760
Multiplicity: 1
Frontier orbital gap, eV: 9.44
Total charge: 0
SMILES: [H]/N=C(/C=C=N)N/C(N)=N/[H]

---

Entry 4:
Computed, not measured: C4H7N5 in the gas phase in a non-equilibrium geometry, with the ωB97M-V functional and the def2-TZVPD basis.

```
16
Properties=species:S:1:pos:R:3:lowdin_charge:R:1
C 1.9159 2.4430 -1.0930 -0.0060
C 0.9325 1.6970 -0.4863 -0.1624
C 1.1954 0.5017 0.3997 -0.1466
N -0.0571 -0.2182 0.6032 -0.2090
N -0.8301 -0.1187 1.7104 0.0483
N -1.8357 -0.9207 1.5504 0.0513
C -1.5957 -1.5430 0.3337 -0.4980
N -2.3814 -2.5684 -0.1231 0.1062
N -0.5148 -1.1454 -0.2834 0.1550
H 1.6276 3.2447 -1.8101 0.0614
H 2.9673 2.1859 -0.9325 0.0540
H -0.0971 1.9885 -0.7780 0.1048
H 1.6163 0.8408 1.3317 0.1174
H 1.8899 -0.1732 -0.1387 0.1318
H -1.9631 -3.1128 -0.8774 0.0968
H -2.8698 -3.1011 0.5932 0.0951
```

Calculated values
ΔE to the lowest compared entry with this formula, charge and spin, eV: 3.427
Multiplicity: 1
Frontier orbital gap, eV: 9.96
Total charge: 0
SMILES: C=CCn1nnc(N)n1

---

Entry 5:
Computed, not measured: C4H7NO in the gas phase, with the ωB97M-V functional and the def2-TZVPD basis.

```
13
Properties=species:S:1:pos:R:3:lowdin_charge:R:1
C 1.5047 0.9909 0.2518 -0.0820
C 0.1851 0.9189 -0.5508 -0.2715
N 0.1453 -0.4702 -0.9762 0.0257
C -0.5555 -1.3466 -0.3877 -0.1299
C -1.7054 -1.1736 0.5569 -0.2313
O -2.2012 -2.1322 1.1033 0.0536
H 2.1791 1.7517 -0.1439 0.0660
H 2.0174 0.0279 0.1563 0.0713
H 1.3326 1.1679 1.3161 0.0705
H -0.6845 1.2619 0.0315 0.0920
H 0.2468 1.5585 -1.4366 0.1060
H -0.3286 -2.3933 -0.5992 0.1156
H -2.1358 -0.1618 0.6785 0.1138
```

Calculated values
ΔE to the lowest compared entry with this formula, charge and spin, eV: 2.104
Multiplicity: 1
Frontier orbital gap, eV: 9.38
Total charge: 0
SMILES: CC/N=C\C=O

---

Entry 6:
Computed, not measured: C4H7NO in the gas phase in a non-equilibrium geometry, with the ωB97M-V functional and the def2-TZVPD basis.

```
13
Properties=species:S:1:pos:R:3:lowdin_charge:R:1
C -0.2901 0.7984 -0.2159 -0.1166
C -0.7799 -0.4803 -0.5460 0.0225
C -0.1690 -1.0409 -1.8169 -0.1516
C 0.0939 0.7850 2.1035 -0.0696
N -0.1065 1.5575 0.9604 -0.2934
O 0.1028 2.8434 1.0985 -0.0178
H 0.0196 1.3597 -1.0236 0.0943
H -0.6858 -0.8949 -2.7594 0.0699
H 0.8315 -0.5784 -1.9591 0.0755
H -0.1594 -2.1247 -1.7036 0.0644
H 0.6461 -0.1427 1.9396 0.0864
H 0.6678 1.2867 2.9096 0.1120
H -0.9357 0.3557 2.2919 0.1241
```

Calculated values
ΔE to the lowest compared entry with this formula, charge and spin, eV: 7.047
Multiplicity: 1
Frontier orbital gap (spin up / spin down), eV: 6.97 / 8.66
Total charge: 0